[1]
Molecular formula: C8H13P2
Method: DFT, ωB97M-V/def2-TZVPD

As for the HOMO energy: -13.035 eV. The total energy comes out at -27074.86883 eV. For the HOMO-LUMO gap, the calculation gives 8.05 eV. The calculation puts the lowest unoccupied orbital energy at -4.99 eV.

The geometry in ORCA input format:
```
! RIJCOSX wB97M-V def2-TZVPD def2/J DEFGRID3
* xyz 1 1
C -2.307 -1.597 -1.681
C -1.051 -2.101 -1.593
C -2.661 -0.398 -1.148
C -0.078 -1.351 -0.975
C -1.653 0.442 -0.598
C -0.378 -0.080 -0.476
C 2.605 0.369 -0.070
C 0.512 -0.169 2.801
P 0.793 2.959 -0.106
P 0.911 0.872 0.536
H -3.047 -2.202 -2.237
H -0.770 -3.078 -2.020
H -3.719 -0.063 -1.257
H 1.035 -1.753 -0.875
H -2.006 1.401 -0.270
H 3.161 1.250 -0.055
H 2.896 -0.242 -0.936
H 2.930 -0.028 0.820
H -0.134 0.588 3.211
H 1.506 -0.401 3.121
H -0.018 -0.983 2.384
H -0.366 3.140 0.505
H 1.840 3.426 0.920
*
```

***

[2]
Molecular formula: C15H33B3O13S2
Method: DFT, ωB97M-V/def2-TZVPD

As for the HOMO energy: -9.788 eV. The total energy comes out at -66415.81686 eV. For the HOMO-LUMO gap, the calculation gives 10.05 eV. The calculation puts the lowest unoccupied orbital energy at 0.26 eV. The structure (SMILES) is CCOCCB1OB(S)OB(CCCS(=O)(=O)O)O1.CCOC(=O)OC.CCOC(=O)OC.

The geometry in ORCA input format:
```
! RIJCOSX wB97M-V def2-TZVPD def2/J DEFGRID3
* xyz 0 1
C 3.490 -5.197 0.606
C 3.005 -4.048 1.484
O 1.929 -3.368 0.852
C 1.831 -2.017 1.251
C 0.405 -1.473 1.079
B -0.628 -2.419 0.365
O -0.387 -3.183 -0.765
B -1.033 -4.403 -0.719
S -0.097 -5.914 -1.015
O -2.385 -4.400 -0.425
B -2.834 -3.234 0.169
C -4.330 -2.795 0.069
C -5.302 -3.896 0.549
C -6.569 -3.277 1.140
S -7.919 -4.403 1.255
O -9.049 -3.743 1.842
O -8.073 -5.075 0.007
O -7.355 -5.435 2.327
O -1.922 -2.462 0.877
H 2.862 -5.288 -0.275
H 4.522 -5.062 0.288
H 3.448 -6.145 1.140
H 2.650 -4.433 2.444
H 3.828 -3.356 1.678
H 2.541 -1.393 0.698
H 2.097 -1.942 2.310
H -0.016 -1.247 2.058
H 0.419 -0.523 0.536
H -1.086 -6.774 -0.751
H -4.492 -1.868 0.618
H -4.575 -2.583 -0.976
H -5.580 -4.545 -0.278
H -4.843 -4.536 1.304
H -6.922 -2.467 0.502
H -6.399 -2.862 2.132
H -7.985 -5.439 3.060
C 5.012 3.797 -2.440
C 4.766 2.585 -1.570
O 3.371 2.443 -1.252
C 2.624 1.874 -2.195
O 3.006 1.435 -3.246
O 1.361 1.877 -1.762
C 0.411 1.330 -2.678
H 4.597 4.690 -1.971
H 6.082 3.942 -2.587
H 4.543 3.676 -3.416
H 5.263 2.694 -0.607
H 5.130 1.671 -2.038
H 0.708 0.333 -2.998
H 0.295 1.980 -3.543
H -0.533 1.270 -2.144
C 0.613 4.117 0.714
C 1.834 4.819 1.264
O 2.289 5.860 0.382
C 1.628 7.010 0.467
O 0.723 7.260 1.220
O 2.152 7.855 -0.423
C 1.519 9.136 -0.463
H 0.814 3.754 -0.292
H 0.352 3.267 1.345
H -0.243 4.791 0.671
H 2.671 4.128 1.334
H 1.649 5.233 2.255
H 1.480 9.581 0.528
H 0.512 9.048 -0.868
H 2.127 9.750 -1.121
*
```

***

[3]
Molecular formula: C19H30N4O3
Method: DFT, ωB97M-V/def2-TZVPD

As for the HOMO energy: -7.765 eV. The total energy comes out at -32293.27443 eV. For the HOMO-LUMO gap, the calculation gives 8.34 eV. The calculation puts the lowest unoccupied orbital energy at 0.57 eV. The structure (SMILES) is CCN1CCC[C@H]1CNC(=O)c1cc(NC(C)=O)c(N(C)C)cc1OC.

The geometry in ORCA input format:
```
! RIJCOSX wB97M-V def2-TZVPD def2/J DEFGRID3
* xyz 0 1
C 4.664 1.297 -1.184
C 4.602 0.850 0.271
N 3.603 -0.169 0.506
C 3.349 -0.397 1.917
C 2.680 -1.762 1.966
C 3.445 -2.528 0.888
C 3.812 -1.454 -0.154
C 2.926 -1.546 -1.415
N 1.565 -1.174 -1.136
C 1.054 0.020 -1.516
O 1.603 0.759 -2.307
C -0.290 0.308 -0.922
C -1.257 -0.683 -0.852
C -2.523 -0.416 -0.351
N -3.508 -1.398 -0.191
C -3.443 -2.731 -0.450
C -4.716 -3.452 -0.047
O -2.493 -3.294 -0.949
C -2.846 0.892 0.044
N -4.171 1.129 0.497
C -4.334 2.174 1.484
C -5.136 1.256 -0.584
C -1.868 1.876 0.004
C -0.585 1.600 -0.461
O 0.428 2.498 -0.479
C 0.178 3.822 -0.084
H 3.661 1.492 -1.553
H 5.129 0.538 -1.809
H 5.254 2.207 -1.261
H 5.606 0.512 0.601
H 4.321 1.706 0.890
H 2.716 0.403 2.310
H 4.286 -0.414 2.503
H 2.757 -2.228 2.948
H 1.624 -1.670 1.709
H 2.862 -3.340 0.455
H 4.353 -2.956 1.316
H 4.858 -1.577 -0.473
H 2.962 -2.566 -1.813
H 3.279 -0.851 -2.178
H 1.089 -1.691 -0.414
H -1.040 -1.678 -1.204
H -4.326 -1.044 0.289
H -4.880 -3.353 1.024
H -5.570 -3.031 -0.574
H -4.624 -4.505 -0.298
H -3.567 2.069 2.248
H -5.313 2.051 1.951
H -4.287 3.188 1.061
H -5.083 2.242 -1.068
H -4.953 0.497 -1.341
H -6.142 1.126 -0.180
H -2.120 2.873 0.326
H -0.584 4.296 -0.713
H 1.123 4.347 -0.212
H -0.129 3.881 0.967
*
```

***

[4]
Molecular formula: C4H10
Method: DFT, ωB97M-V/def2-TZVPD

As for the HOMO energy: -10.646 eV. The total energy comes out at -4308.00112 eV. For the HOMO-LUMO gap, the calculation gives 11.91 eV. The calculation puts the lowest unoccupied orbital energy at 1.26 eV. The structure (SMILES) is CCCC.

The geometry in ORCA input format:
```
! RIJCOSX wB97M-V def2-TZVPD def2/J DEFGRID3
* xyz 0 1
C 0.643 0.535 1.726
C 0.245 -0.478 0.666
C -0.623 0.100 -0.475
C -0.312 -0.239 -1.851
H -0.132 1.010 2.128
H 1.327 1.422 1.382
H 1.456 0.021 2.539
H 1.218 -0.963 0.002
H -0.458 -1.096 0.990
H -1.791 -0.213 -0.373
H -0.757 1.171 -0.293
H -0.389 -1.262 -2.057
H 0.726 -0.009 -2.140
H -0.917 0.415 -2.574
*
```

***

[5]
Molecular formula: C43H64O33
Method: DFT, ωB97M-V/def2-TZVPD

Its expectation value of S² is 0.757. As for the HOMO energy (spin up / spin down): -11.881 / -11.881 eV. The total energy comes out at -113184.36038 eV. For the HOMO-LUMO gap (spin up / spin down), the calculation gives 9.49 / 2.81 eV. The calculation puts the lowest unoccupied orbital energy (spin up / spin down) at -2.39 / -9.08 eV.

The geometry in ORCA input format:
```
! RIJCOSX wB97M-V def2-TZVPD def2/J DEFGRID3
* xyz 1 2
C -4.503 2.878 -2.930
C -3.021 2.463 -3.026
O -2.429 3.549 -3.637
C -3.414 4.683 -3.538
O -3.074 5.826 -3.898
O -4.552 4.312 -2.975
H -4.965 2.398 -2.068
H -4.948 2.492 -3.846
H -2.892 1.541 -3.594
H -2.604 2.220 -2.049
C 0.315 0.437 -1.622
C 0.082 0.412 -0.101
C 1.355 0.009 0.752
O 1.579 1.176 1.499
C 0.665 2.075 1.305
O 0.597 3.181 1.863
O -0.148 1.761 0.288
H -0.588 0.631 -2.200
H 0.765 -0.525 -1.868
H 1.036 1.161 -2.002
H -0.797 -0.124 0.258
H 2.207 -0.214 0.110
H 1.199 -0.911 1.316
C -6.951 -3.176 -1.371
C -5.851 -2.823 -2.336
C -6.247 -1.723 -3.358
O -5.287 -0.686 -3.136
C -4.353 -1.053 -2.286
O -3.332 -0.519 -1.965
O -4.766 -2.205 -1.628
H -7.247 -2.240 -0.899
H -6.754 -3.914 -0.594
H -7.887 -3.497 -1.827
H -5.486 -3.726 -2.825
H -7.272 -1.415 -3.151
H -6.120 -2.114 -4.368
C 1.072 -2.542 7.427
C 0.527 -2.647 5.939
C 1.138 -1.526 5.124
O 1.362 -2.127 3.857
C 1.221 -3.492 3.957
O 1.393 -4.415 3.160
O 0.961 -3.787 5.294
H 0.588 -3.187 8.161
H 0.957 -1.499 7.722
H 2.159 -2.619 7.436
H -0.552 -2.538 5.833
H 1.993 -1.136 5.676
H 0.573 -0.596 5.064
C 0.465 5.374 4.233
C 1.828 4.746 4.527
C 2.796 4.590 3.387
O 4.024 5.142 3.838
C 3.884 5.639 4.974
O 4.827 6.065 5.619
O 2.592 5.567 5.425
H -0.124 5.669 5.101
H -0.156 4.611 3.762
H 0.515 6.245 3.580
H 1.810 3.749 4.967
H 2.441 5.161 2.528
H 2.971 3.564 3.065
C -1.014 -5.184 -4.242
C -0.907 -3.741 -3.702
C 0.359 -3.015 -4.059
O -0.027 -1.705 -4.457
C -1.284 -1.701 -4.829
O -1.984 -0.722 -5.348
O -1.782 -2.930 -4.503
H -2.021 -5.600 -4.213
H -0.416 -5.847 -3.618
H -0.620 -5.248 -5.257
H -1.267 -3.701 -2.674
H 0.794 -3.410 -4.977
H 1.089 -3.012 -3.249
C 2.118 6.171 -0.445
C 1.406 5.686 -1.782
C 0.232 4.834 -1.561
O -0.842 5.555 -2.113
C -0.407 6.680 -2.660
O -1.124 7.460 -3.263
O 0.892 6.842 -2.428
H 2.613 7.108 -0.702
H 2.854 5.464 -0.063
H 1.346 6.317 0.310
H 2.037 5.206 -2.531
H -0.028 4.618 -0.525
H 0.202 3.866 -2.060
C 3.870 0.227 -2.905
C 5.143 0.661 -3.707
C 6.341 0.994 -2.879
O 7.346 0.038 -3.380
C 6.774 -0.715 -4.283
O 7.467 -1.432 -4.944
O 5.493 -0.539 -4.307
H 4.003 -0.606 -2.215
H 3.058 -0.151 -3.525
H 3.415 1.052 -2.358
H 4.955 1.456 -4.429
H 6.144 0.862 -1.816
H 6.691 2.022 -2.973
C -2.068 -0.259 3.407
C -2.013 1.241 3.783
C -2.979 2.136 2.925
O -4.153 1.971 3.624
C -3.878 1.666 4.914
O -4.693 1.622 5.865
O -2.590 1.354 5.057
H -1.929 -0.269 2.326
H -3.049 -0.672 3.642
H -1.334 -0.842 3.962
H -1.035 1.704 3.921
H -3.080 1.767 1.904
H -2.650 3.175 2.906
C 3.164 -2.857 -0.383
C 4.615 -3.325 -0.109
C 5.395 -3.610 -1.337
O 6.399 -2.620 -1.377
C 6.417 -1.844 -0.360
O 7.191 -0.959 -0.283
O 5.385 -2.219 0.420
H 2.506 -3.554 -0.901
H 3.329 -1.943 -0.954
H 2.653 -2.757 0.576
H 4.560 -4.170 0.577
H 4.651 -3.684 -2.130
H 5.793 -4.605 -1.137
C -3.430 -5.740 0.179
C -3.308 -4.209 0.552
C -2.660 -3.908 1.905
O -1.399 -3.280 1.704
C -1.230 -3.216 0.348
O -0.173 -2.790 -0.215
O -2.311 -3.641 -0.317
H -4.023 -6.128 1.006
H -2.433 -6.178 0.133
H -3.921 -5.876 -0.785
H -4.203 -3.610 0.382
H -2.506 -4.704 2.634
H -3.504 -3.384 2.356
*
```

***

[6]
Molecular formula: C3H3I3N
Method: DFT, ωB97M-V/def2-TZVPD

As for the HOMO energy: -3.535 eV. The total energy comes out at -28951.55197 eV. For the HOMO-LUMO gap, the calculation gives 6.30 eV. The calculation puts the lowest unoccupied orbital energy at 2.76 eV.

The geometry in ORCA input format:
```
! RIJCOSX wB97M-V def2-TZVPD def2/J DEFGRID3
* xyz -1 1
C -1.454 -0.130 0.319
C -0.031 -0.397 -0.150
I 0.477 -2.474 -0.212
C 0.850 0.531 -0.517
I 0.229 2.661 -0.509
N 2.090 0.248 -0.920
I 3.318 -0.113 0.719
H -1.796 0.885 0.106
H -1.584 -0.367 1.387
H -2.099 -0.845 -0.223
*
```

***

Number 6 is which compound?
C3H3I3N